Record 1
Below is a molecular structure, C5H6NO2S in a non-equilibrium geometry, with properties calculated with ωB97M-V/def2-TZVPD.

Atoms and positions in Å:
H 3.704 0.071 0.023
H -3.096 2.063 0.347
H 2.511 -1.285 0.433
H -1.889 -2.178 0.004
H 3.095 -0.672 -1.375
C -1.252 0.935 0.593
S -3.307 -0.318 -0.158
C -1.848 -1.121 -0.096
C 1.676 0.232 -0.492
H -0.601 1.592 0.882
O 0.382 -0.677 0.584
C 2.833 -0.527 -0.308
N -0.877 -0.341 0.364
O 1.233 1.096 -1.087
C -2.563 1.131 0.287

Results
energy above the lowest of the compared OMol25 structures with the same formula, charge and spin: 23.8 kcal per mole
orbital gap: 0.36710 Ha
F_max: 5.56 eV/Å
M: 144.18 g mol⁻¹
E: -21692.58004 eV
LUMO level: -4.124 eV
charge: +1

Record 2
Below is a gas-phase ion, C5H6NO4S (charge -1) in a non-equilibrium geometry, with properties calculated with ωB97M-V/def2-TZVPD.

Atoms and positions in Å:
H -0.068 0.385 -1.583
C -1.869 -1.536 0.204
H -1.665 -1.716 1.243
O 3.044 1.219 -0.724
C 1.934 0.970 -1.104
O 2.480 0.802 1.654
N -0.245 0.141 -0.631
H 2.896 0.957 0.826
H -1.131 -2.233 -0.207
C 1.231 0.548 1.362
C -1.609 -0.102 -0.244
O 0.358 0.452 2.194
S -3.448 -2.271 -0.314
H -2.284 0.146 -0.974
C 0.887 0.588 -0.077
H -1.845 0.552 0.591
O 1.335 1.097 -2.216

Results
energy above the lowest of the compared OMol25 structures with the same formula, charge and spin: 13.6 kcal per mole
orbital gap (spin up / spin down): 0.14661 / 0.14659 Ha
F_max: 5.21 eV/Å
M: 176.17 g mol⁻¹
E: -25797.92925 eV
LUMO level (spin up / spin down): 0.877 / 0.877 eV
charge: -1

Record 3
Below is a gas-phase ion, C5H6NOS2 (charge -1) in a non-equilibrium geometry, with properties calculated with ωB97M-V/def2-TZVPD.

Atoms and positions in Å:
C -1.401 -0.905 -0.808
H 0.204 -0.781 2.051
C -0.117 -0.308 -0.229
H 2.546 -0.322 0.967
O 1.717 0.108 -1.870
C 0.328 -0.058 1.244
C 1.688 0.233 0.661
S -2.353 -1.909 0.285
N 1.134 -0.014 -0.742
H 1.875 1.308 0.769
C -1.304 0.581 -0.768
H -1.107 -1.472 -1.672
H -0.149 0.890 1.541
H -0.992 0.919 -1.694
S -2.069 1.730 0.266

Results
energy above the lowest of the compared OMol25 structures with the same formula, charge and spin: 113.3 kcal per mole
orbital gap (spin up / spin down): 0.24499 / 0.19087 Ha
F_max: 2.46 eV/Å
M: 160.24 g mol⁻¹
E: -30486.65454 eV
LUMO level (spin up / spin down): 3.023 / 1.996 eV
charge: -1

Record 4
Below is a single C5H6O molecule in a non-equilibrium geometry, with properties calculated with ωB97M-V/def2-TZVPD.

Atoms and positions in Å:
C 1.633 -0.698 -1.047
H 0.087 -1.409 0.447
C 0.740 -0.606 0.127
H -0.519 1.034 2.403
O 0.721 0.474 0.857
H -3.670 0.673 -0.519
C -1.674 0.610 0.591
H 1.080 -1.088 -1.911
H 2.035 0.284 -1.304
C -2.735 0.621 -0.005
C -0.524 0.703 1.377
H 2.461 -1.393 -0.853

Results
energy above the lowest of the compared OMol25 structures with the same formula, charge and spin: 113.9 kcal per mole
orbital gap (spin up / spin down): 0.31682 / 0.25085 Ha
F_max: 2.18 eV/Å
M: 82.10 g mol⁻¹
E: -7324.34327 eV
LUMO level (spin up / spin down): 1.068 / -0.127 eV

Record 5
Below is a single C5H6O molecule, with properties calculated with ωB97M-V/def2-TZVPD.

Atoms and positions in Å:
H 0.372 2.182 0.306
C 1.120 -0.873 -0.547
H -1.632 -1.240 0.345
H 1.998 0.351 1.002
C 1.443 0.359 0.064
H -1.236 0.101 1.471
H -2.247 0.403 0.054
H 1.306 -1.880 -0.201
O 0.092 -0.650 -1.502
C 0.592 1.396 -0.408
C -1.395 -0.177 0.425
C -0.216 0.182 -0.428

Results
energy above the lowest of the compared OMol25 structures with the same formula, charge and spin: 111.3 kcal per mole
orbital gap: 0.29879 Ha
F_max: 0.64 eV/Å
M: 82.10 g mol⁻¹
E: -7324.45793 eV
LUMO level: 0.885 eV

Record 6
Below is a single C5H6O molecule, with properties calculated with ωB97M-V/def2-TZVPD.

Atoms and positions in Å:
C -0.765 -0.639 0.307
C 2.670 0.035 0.261
C 0.197 -0.118 -0.747
H 0.246 -0.850 -1.571
H -2.256 -0.205 1.741
C 1.556 -0.004 -0.194
H -1.134 1.048 -1.482
C -1.561 0.169 0.996
H 3.656 0.073 0.668
H -1.521 1.245 0.842
O -0.200 1.144 -1.245
H -0.771 -1.716 0.466

Results
energy above the lowest of the compared OMol25 structures with the same formula, charge and spin: 59.1 kcal per mole
orbital gap: 0.40051 Ha
F_max: 0.53 eV/Å
M: 82.10 g mol⁻¹
E: -7326.72355 eV
SMILES string: C#C[C@H](O)C=C
LUMO level: 0.909 eV

Record 7
Below is a single C5H6O molecule, with properties calculated with ωB97M-V/def2-TZVPD.

Atoms and positions in Å:
H -1.029 1.661 0.480
H -2.580 0.860 0.127
C 1.563 -0.413 0.334
H 0.572 -1.605 -1.069
C -1.535 0.941 -0.175
C -0.871 -0.409 -0.038
H 0.666 0.115 -1.507
C 0.518 -0.585 -0.676
O -1.380 -1.321 0.568
H -1.463 1.324 -1.199
H 3.140 -0.252 1.960
C 2.399 -0.316 1.194

Results
energy above the lowest of the compared OMol25 structures with the same formula, charge and spin: 37.3 kcal per mole
orbital gap: 0.38804 Ha
F_max: 0.51 eV/Å
M: 82.10 g mol⁻¹
E: -7327.66502 eV
SMILES string: C#CCC(C)=O
LUMO level: 0.889 eV

Record 8
Below is a single C5H6O molecule, with properties calculated with ωB97M-V/def2-TZVPD.

Atoms and positions in Å:
C 2.329 -0.260 -0.071
C -1.734 0.662 0.192
C 3.376 0.329 -0.235
H -0.978 1.324 0.631
H -1.098 -1.179 1.166
C 1.090 -0.693 0.505
H -1.961 1.022 -0.815
O 0.141 -0.679 -0.393
H -1.769 -1.423 -0.487
H 4.281 0.868 -0.414
C -1.191 -0.755 0.162
H -2.643 0.717 0.796

Results
energy above the lowest of the compared OMol25 structures with the same formula, charge and spin: 99.1 kcal per mole
orbital gap: 0.31818 Ha
F_max: 0.53 eV/Å
M: 82.10 g mol⁻¹
E: -7324.98826 eV
LUMO level: 0.044 eV

Record 9
Below is a single C5H6O molecule in a non-equilibrium geometry, with properties calculated with ωB97M-V/def2-TZVPD.

Atoms and positions in Å:
O -0.604 -1.296 -0.742
H 3.326 1.178 -0.594
H -2.276 0.784 -0.473
C 0.448 -1.056 0.236
H -0.587 1.146 -0.851
C -1.270 0.856 -0.048
C -0.913 -0.529 0.403
C 1.573 -0.174 -0.050
C 2.499 0.556 -0.306
H -1.542 -0.979 1.175
H 0.603 -2.088 0.503
H -1.258 1.601 0.747

Results
energy above the lowest of the compared OMol25 structures with the same formula, charge and spin: 70.8 kcal per mole
orbital gap: 0.40881 Ha
F_max: 1.63 eV/Å
M: 82.10 g mol⁻¹
E: -7326.21573 eV
SMILES string: C#C[C@@H]1O[C@@H]1C
LUMO level: 1.104 eV

Record 10
Below is a single C5H6O molecule in a non-equilibrium geometry, with properties calculated with ωB97M-V/def2-TZVPD.

Atoms and positions in Å:
H -2.389 -0.234 -0.973
C -0.277 -0.072 -0.254
O 1.584 0.776 0.665
C 1.844 -0.457 0.187
H 2.815 -0.836 0.439
H 0.792 -1.954 -0.988
C -1.749 0.060 -0.121
C 0.781 -1.010 -0.459
H 0.067 2.042 0.047
H -1.637 1.086 0.370
H -2.137 -0.424 0.772
C 0.306 1.024 0.315

Results
energy above the lowest of the compared OMol25 structures with the same formula, charge and spin: 44.1 kcal per mole
orbital gap: 0.35237 Ha
F_max: 2.63 eV/Å
M: 82.10 g mol⁻¹
E: -7327.37189 eV
SMILES string: Cc1ccoc1
LUMO level: 1.063 eV

Record 11
Below is a single C5H6O molecule, with properties calculated with ωB97M-V/def2-TZVPD.

Atoms and positions in Å:
H 0.542 -1.218 1.181
H -0.865 1.996 -0.234
C -1.325 -0.054 -0.602
H 0.064 1.245 -1.532
H 2.228 -0.669 1.007
C -0.384 1.063 -0.544
C 1.239 -0.655 0.548
O 1.216 1.668 1.114
C 0.753 0.773 0.447
H 1.252 -1.157 -0.425
C -2.006 -1.044 -0.540
H -2.596 -1.931 -0.467

Results
energy above the lowest of the compared OMol25 structures with the same formula, charge and spin: 36.1 kcal per mole
orbital gap: 0.38749 Ha
F_max: 0.59 eV/Å
M: 82.10 g mol⁻¹
E: -7327.72030 eV
SMILES string: C#CCC(C)=O
LUMO level: 0.871 eV

Record 12
Below is a single C5H6O molecule in a non-equilibrium geometry, with properties calculated with ωB97M-V/def2-TZVPD.

Atoms and positions in Å:
H -2.352 -0.555 -1.097
H 0.762 -1.948 -0.986
C 0.766 -0.961 -0.539
C 0.093 1.056 0.427
C -0.379 -0.120 -0.287
H 2.765 -0.801 0.399
C 1.773 -0.404 0.179
H -2.300 -0.111 0.619
H -0.967 1.217 0.947
O 1.480 0.778 0.788
H 0.106 1.993 -0.135
C -1.747 -0.145 -0.314

Results
energy above the lowest of the compared OMol25 structures with the same formula, charge and spin: 75.7 kcal per mole
orbital gap: 0.30986 Ha
F_max: 2.59 eV/Å
M: 82.10 g mol⁻¹
E: -7326.00025 eV
SMILES string: C=C1C=COC1
LUMO level: 0.573 eV